(1)
Formula: CN2O3S
Source: the OMol25 dataset
Level of theory: ωB97M-V/def2-TZVPD

Computed properties:
**Energy relative to the best compared isomer or geometry (same formula, charge and spin)**: 128.5 kcal/mol
**LUMO level (spin up / spin down)**: -3.29 / -3.44 eV
**HOMO level (spin up / spin down)**: -10.32 / -10.18 eV
**Maximum force**: 4.647 eV/A

Positions of all 7 atoms, in Å:
1 C -0.79633 -0.99466 1.62099
2 N -0.81594 -1.50633 2.66027
3 N 0.72805 1.54163 -1.08437
4 O -0.12811 1.37812 -0.26149
5 O 1.33584 0.60258 -1.66912
6 O 0.89616 -0.52436 -1.30265
7 S -1.21968 -0.49698 0.03638

Results of the natural (NBO) charge analysis, in e, for atoms 1 through 6: -0.013 -0.229 0.346 -0.296 0.058 -0.359


(2)
Formula: CN2O3S
Source: the OMol25 dataset
Level of theory: ωB97M-V/def2-TZVPD

Computed properties:
**Energy relative to the best compared isomer or geometry (same formula, charge and spin)**: 31.2 kcal/mol
**LUMO level**: -1.02 eV
**HOMO level**: -10.49 eV
**Maximum force**: 1.860 eV/A

Positions of all 7 atoms, in Å:
1 C 2.01318 0.27625 -0.09614
2 N 2.67418 1.08410 -0.59469
3 N -1.59129 -0.05291 0.18071
4 O -1.55561 -0.07107 1.36604
5 O -2.30364 0.38356 -0.64347
6 O -0.28896 -0.60100 -0.58574
7 S 1.05214 -1.01892 0.37328

Results of the natural (NBO) charge analysis, in e, for atoms 1 through 6: -0.030 -0.242 0.735 -0.280 -0.248 -0.583


(3)
Formula: CN2O3S
Source: the OMol25 dataset
Level of theory: ωB97M-V/def2-TZVPD

Computed properties:
**Energy relative to the best compared isomer or geometry (same formula, charge and spin)**: 25.8 kcal/mol
**LUMO level (spin up / spin down)**: -0.46 / -2.34 eV
**2S+1**: 3
**HOMO level (spin up / spin down)**: -9.85 / -11.84 eV
**Maximum force**: 3.088 eV/A

Positions of all 7 atoms, in Å:
1 C 0.33030 1.53888 0.03488
2 N 0.21815 1.87039 -1.07084
3 N -0.15308 -2.20049 -0.68825
4 O 0.06703 -1.50879 0.30227
5 O 0.33574 -2.43978 -1.73611
6 O -0.88460 1.29667 2.19922
7 S 0.41846 0.90115 1.65159

Results of the natural (NBO) charge analysis, in e, for atoms 1 through 6: -0.065 -0.244 0.536 -0.320 -0.218 -0.726


(4)
Formula: CN3O12Zr3
Source: the OMol25 dataset
Level of theory: ωB97M-V/def2-TZVPD

Computed properties:
**Energy relative to the best compared isomer or geometry (same formula, charge and spin)**: 61.0 kcal/mol
**LUMO level**: -25.40 eV
**HOMO level**: -27.38 eV
**Total charge**: +7
**Maximum force**: 11.275 eV/A

Positions of all 19 atoms, in Å:
1 Zr 1.57751 -5.55520 -2.48150
2 Zr 6.08959 -8.15307 4.09116
3 Zr 2.24364 -13.84857 -0.11964
4 C 8.11238 -9.10653 0.75531
5 O 7.24356 -8.35857 1.02111
6 O 9.22657 -8.83102 0.72546
7 O 8.04924 -9.83428 1.79715
8 N 2.35301 -9.15506 1.28073
9 O 2.23277 -10.37885 1.02860
10 O 3.13184 -9.01448 2.23632
11 O 2.37080 -8.28466 0.30992
12 N 6.30847 -6.10825 -2.88386
13 O 6.70543 -5.09089 -2.29980
14 O 5.19013 -6.62100 -2.78324
15 O 7.14303 -6.34700 -3.74123
16 N 6.89806 -11.67435 6.12491
17 O 7.72041 -10.82989 6.31179
18 O 5.98805 -11.35975 5.37279
19 O 7.02551 -12.86450 6.56623

Results of the natural (NBO) charge analysis, in e, for atoms 1 through 6: 1.996 2.107 1.996 0.905 -0.498 -0.129


(5)
Formula: CO2PS
Source: the OMol25 dataset
Level of theory: ωB97M-V/def2-TZVPD

Computed properties:
**Energy relative to the best compared isomer or geometry (same formula, charge and spin)**: 8.0 kcal/mol
**LUMO level (spin up / spin down)**: 3.75 / 3.74 eV
**HOMO level (spin up / spin down)**: -1.71 / -1.71 eV
**Total charge**: -1
**Maximum force**: 3.142 eV/A

Positions of all 5 atoms, in Å:
1 C -0.66841 0.06253 0.04575
2 O -0.37035 1.03250 -0.47170
3 O -1.12946 -0.77880 0.66222
4 P 2.93174 0.38178 0.37646
5 S 1.71053 -0.95469 -0.46817

In the natural (NBO) picture, each atom carries the following charge in e: 1.035 -0.540 -0.560 -0.244 -0.691


(6)
Formula: CO2PS
Source: the OMol25 dataset
Level of theory: ωB97M-V/def2-TZVPD

Computed properties:
**Energy relative to the best compared isomer or geometry (same formula, charge and spin)**: 7.6 kcal/mol
**LUMO level (spin up / spin down)**: 3.64 / 3.62 eV
**HOMO level (spin up / spin down)**: -1.49 / -1.49 eV
**Total charge**: -1
**Maximum force**: 4.336 eV/A

Positions of all 5 atoms, in Å:
1 C 1.16875 0.17708 -0.03379
2 O 1.13842 0.95751 -0.84556
3 O 1.51607 -0.58242 0.74463
4 P -1.93721 -0.20063 1.04092
5 S -1.88603 -0.35153 -0.90620

In the natural (NBO) picture, each atom carries the following charge in e: 1.043 -0.524 -0.545 -0.300 -0.673